No. 1
DFT (the ωB97M-V functional and the def2-TZVPD basis) results for an isolated ion of composition C5H10NO and charge +1 at a distorted geometry.

Each line ends with the natural charge from an NBO analysis.
Geometry (Å):
C: 0.671 2.571 -0.163  0.44
H: 0.132 -2.866 1.817  0.47
N: 0.678 -2.539 0.925  -0.72
O: 1.573 2.314 -0.925  -0.51
H: 1.272 -0.378 -0.463  0.24
H: -1.498 2.488 -0.351  0.26
C: -0.698 1.816 -0.036  -0.48
H: -1.137 -2.351 -0.277  0.23
H: -1.891 0.250 -0.684  0.25
C: 0.157 -0.614 -0.567  -0.12
H: 0.871 3.351 0.634  0.13
C: -0.832 0.452 -0.763  -0.47
H: 1.305 -3.232 0.546  0.45
H: -0.754 1.639 1.011  0.22
H: -0.728 0.575 -1.775  0.25
C: -0.212 -1.812 -0.117  -0.08
H: 1.092 -1.666 1.188  0.45

Total charge: +1
Frontier orbital gap, eV: 8.98
HOMO energy, eV: -13.07
Relative energy (zero: lowest compared OMol25 entry of this formula, charge and spin), kcal per mole: 75.9
Calculated total energy, Ha: -326.16084
Multiplicity: 1


No. 2
DFT (the ωB97M-V functional and the def2-TZVPD basis) results for an isolated ion of composition C5H10NO and charge +1 at a distorted geometry.

Each line ends with the natural charge from an NBO analysis.
Geometry (Å):
H: 2.167 0.999 0.001  0.25
O: 1.014 -1.074 -1.909  -0.53
C: -0.457 -0.285 0.276  -0.10
C: 0.858 -0.344 1.018  -0.45
H: 2.967 -0.474 0.486  0.26
C: -1.282 0.748 0.305  -0.12
H: -3.131 1.062 -0.795  0.44
H: 2.839 -0.285 -1.930  0.13
H: 0.844 -1.370 1.395  0.24
H: -2.935 -0.501 -0.141  0.45
N: -2.714 0.494 -0.050  -0.69
H: -0.678 -1.111 -0.375  0.25
H: -1.115 1.816 0.325  0.24
H: -3.289 0.734 0.768  0.44
H: 0.907 0.299 1.888  0.24
C: 2.036 -0.083 0.070  -0.52
C: 1.969 -0.623 -1.331  0.45

Total charge: +1
Frontier orbital gap, eV: 9.58
HOMO energy, eV: -13.26
Relative energy (zero: lowest compared OMol25 entry of this formula, charge and spin), kcal per mole: 51.5
Calculated total energy, Ha: -326.19972
Multiplicity: 1


No. 3
DFT (the ωB97M-V functional and the def2-TZVPD basis) results for a 2-piece molecular cluster, C5H10NO overall at a distorted geometry.

Each line ends with the natural charge from an NBO analysis.
Geometry (Å):
H: -1.389 -2.272 0.604  0.30
O: 3.506 -1.012 0.453  -0.21
H: -1.924 0.686 1.184  0.30
H: 0.058 -2.408 -0.324  0.28
H: -1.622 0.879 -0.544  0.25
C: -0.378 -0.498 0.519  0.24
H: 1.193 -0.075 -1.436  0.27
N: 2.743 -0.176 0.085  0.27
C: 2.464 1.243 0.089  -0.27
H: 2.195 1.714 1.026  0.22
H: 3.068 1.867 -0.563  0.24
C: -1.135 0.744 0.418  -0.73
C: -0.777 -1.735 -0.136  -0.73
H: -0.546 1.620 0.685  0.26
H: -1.374 -1.586 -1.031  0.25
C: 1.622 0.149 -0.481  -0.17
H: 0.194 -0.627 1.437  0.22

Total charge: +1
Frontier orbital gap (alpha / beta), eV: 7.98 / 7.98
HOMO energy (alpha / beta), eV: -14.27 / -14.27
Relative energy (zero: lowest compared OMol25 entry of this formula, charge and spin), kcal per mole: 158.2
Calculated total energy, Ha: -326.02967
Multiplicity: 1


No. 4
DFT (the ωB97M-V functional and the def2-TZVPD basis) results for a 2-piece molecular cluster, C5H10NO overall at a distorted geometry.

Each line ends with the natural charge from an NBO analysis.
Geometry (Å):
C: -1.677 1.163 0.243  -0.60
H: 2.052 -1.500 0.170  0.45
O: 4.188 0.508 -0.516  -0.40
H: -2.456 0.434 0.610  0.23
N: 1.043 -1.646 0.347  -0.72
C: 3.465 -0.154 0.000  0.46
C: 0.554 -0.271 0.572  -0.11
H: 0.725 -2.237 1.156  0.47
C: -0.555 0.249 -0.361  -0.22
C: 0.911 0.739 -0.474  -0.45
H: 0.752 -1.851 -0.647  0.45
H: -1.132 1.726 0.990  0.21
H: 0.491 -0.072 1.713  0.26
H: -0.923 -0.307 -1.208  0.23
H: 1.193 1.763 -0.087  0.27
H: -2.204 1.789 -0.503  0.25
H: 1.492 0.305 -1.374  0.23

Total charge: +1
Frontier orbital gap, eV: 11.31
HOMO energy, eV: -14.81
Relative energy (zero: lowest compared OMol25 entry of this formula, charge and spin), kcal per mole: 58.7
Calculated total energy, Ha: -326.18832
Multiplicity: 1


> Which value of relative energy (zero: lowest compared OMol25 entry of this formula, charge and spin) does entry 3 give?

158.2 kcal per mole


> Among the records above, which one has the lowest calculated total energy?

number 2